The following is a quantum chemistry calculation of a structure of composition C8H16BBrFO2Sr at a distorted geometry, from the OMol25 dataset.

Largest force on an atom = 9.05 eV/A
E = -3193.935949 hartree
E_HOMO = -0.374 hartree
HOMO-LUMO gap = 3.40 eV
Total charge = +1
Energy relative to the best compared isomer or geometry (same formula, charge and spin) = 109.9 kJ/mol

```
30
Properties=species:S:1:pos:R:3:lowdin_charge:R:1
Br -0.72 3.10 -2.27 0.56
C -1.39 -1.96 0.39 -0.49
C 0.10 1.23 -2.13 -0.37
H -2.79 -0.44 0.15 0.10
H 2.17 -0.13 2.13 0.10
C 1.57 1.36 -1.95 -0.35
Sr -0.50 3.50 -4.51 1.41
C 1.74 -0.74 1.34 -0.10
F 3.65 -0.55 -0.27 0.00
H -0.09 -0.26 2.40 0.11
H -3.73 -1.14 2.71 0.07
H 1.94 2.29 -2.41 0.09
C 1.97 1.31 -0.48 -0.13
H 1.60 -0.92 -0.98 0.12
B 2.26 -0.28 -0.14 -0.68
C -2.80 -0.83 2.26 -0.08
H -3.48 -1.97 0.56 0.11
H 1.16 1.67 0.14 0.09
C -2.68 -1.29 0.81 -0.14
H 2.06 -1.75 1.53 0.11
H -0.17 -0.03 0.68 0.09
H -0.43 0.75 -1.33 0.07
H 2.01 0.53 -2.48 0.12
H -0.15 0.72 -3.06 0.08
H -2.70 0.24 2.33 0.07
C 0.24 -0.68 1.46 -0.20
H -2.00 -1.24 2.85 0.07
O -1.30 -2.49 -0.71 0.10
O -0.37 -1.99 1.28 -0.01
H 2.82 1.96 -0.32 0.10
```

---

The following is a quantum chemistry calculation of the ion C8H16BINO2 with charge -1 at a distorted geometry, from the OMol25 dataset.

Largest force on an atom = 8.58 eV/A
E = -842.119635 hartree
E_HOMO = -0.171 hartree
HOMO-LUMO gap = 7.37 eV
Total charge = -1
Energy relative to the best compared isomer or geometry (same formula, charge and spin) = 470.3 kJ/mol

```
29
Properties=species:S:1:pos:R:3:lowdin_charge:R:1
H 2.89 0.93 1.56 0.11
I -2.75 -3.22 0.73 0.72
C 1.69 0.58 -0.35 -0.28
H -0.37 2.56 -1.20 0.06
C -2.14 0.87 0.40 -0.10
H -0.03 -1.73 -0.83 0.10
H 0.30 1.53 0.83 0.10
H 3.93 0.36 0.05 0.10
C -2.03 0.32 1.97 -0.15
C -0.91 -1.05 -1.19 -0.11
H 0.08 1.20 -2.54 0.06
C 2.84 -1.38 1.22 -0.16
H 2.37 -2.16 0.49 0.07
H 3.95 -1.76 1.44 0.06
H 1.72 -0.11 -1.29 0.12
H 1.93 1.69 -0.71 0.12
H -1.07 0.47 2.65 0.12
C -2.31 -1.87 -0.94 -0.68
H -0.82 -0.90 -2.37 0.12
B -0.83 0.43 -0.49 -0.95
C -0.68 1.55 -1.72 -0.11
H -2.08 2.06 0.51 0.11
O -3.29 -1.71 -1.87 -0.19
O -3.08 -0.28 2.60 -0.21
N 0.40 0.55 0.44 -0.03
H -3.18 0.65 -0.09 0.11
H -1.75 1.76 -2.21 0.08
H 2.28 -1.48 2.25 0.07
C 2.92 0.15 0.65 -0.26
```

---

The following is a quantum chemistry calculation of a structure of composition C8H16BrClNNaO3P at a distorted geometry, from the OMol25 dataset.

Largest force on an atom = 4.28 eV/A
E = -4132.587954 hartree
E_HOMO = -0.486 hartree
HOMO-LUMO gap = 9.21 eV
Total charge = +1

```
32
Properties=species:S:1:pos:R:3:lowdin_charge:R:1
H 2.29 -1.55 0.92 0.08
H -3.16 2.00 -0.32 0.11
H -1.37 0.29 -2.23 0.13
C 2.97 -0.86 0.42 -0.24
O 1.89 -0.27 -1.73 -0.02
C 2.89 -1.05 -1.09 -0.70
N -0.18 -0.69 -0.77 -0.22
O 0.47 -1.57 -2.78 0.24
C 2.58 0.57 0.81 -0.08
H 2.87 0.81 1.82 0.08
C -2.42 1.25 1.52 -0.09
H -0.14 1.79 -0.13 0.10
H 2.70 -2.09 -1.30 0.11
C -1.30 0.24 -1.15 -0.18
C -1.10 1.67 -0.63 -0.16
C 0.72 -0.93 -1.86 -0.63
H -2.26 -0.09 -0.79 0.06
H -1.09 2.37 -1.45 0.11
P -0.61 -2.13 0.00 0.67
H -2.79 0.26 1.26 0.01
Na -2.97 -1.67 1.76 0.52
H -2.10 3.14 0.56 0.12
H -3.15 1.67 2.19 0.09
O -0.93 -1.58 1.59 -0.39
Br -2.56 -2.93 -0.87 0.42
C -2.26 2.11 0.27 -0.22
H -0.38 -2.17 2.12 0.07
H 2.94 1.29 0.10 0.08
H -1.46 1.17 2.01 0.09
Cl 4.45 -0.63 -1.81 0.72
H 3.96 -1.05 0.79 0.10
H 1.50 0.63 0.78 0.03
```

---

The following is a quantum chemistry calculation of a structure of composition C8H16CaF9O14S3 at a distorted geometry, from the OMol25 dataset.

Largest force on an atom = 2.51 eV/A
E = -4139.002159 hartree
E_HOMO = -0.224 hartree
HOMO-LUMO gap = 7.26 eV
Total charge = -1
Energy relative to the best compared isomer or geometry (same formula, charge and spin) = 0.0 kJ/mol

```
51
Properties=species:S:1:pos:R:3:lowdin_charge:R:1
H -32.64 -22.33 -24.79 0.10
O -30.65 -23.49 -28.25 -0.45
C -27.22 -20.93 -25.36 -0.20
O -32.24 -21.29 -27.76 -0.44
O -34.18 -19.77 -27.85 -0.33
H -32.39 -19.67 -25.43 0.07
O -28.60 -21.00 -25.01 -0.13
S -33.56 -21.01 -28.32 0.50
C -34.63 -22.39 -27.61 -0.64
H -31.70 -18.04 -25.05 0.09
C -27.84 -19.08 -30.17 -0.64
F -34.93 -22.09 -26.32 0.08
O -30.54 -19.33 -26.24 -0.20
F -27.14 -20.22 -30.01 0.10
C -29.97 -24.07 -24.75 -0.22
O -27.83 -21.79 -27.58 -0.15
H -28.50 -24.33 -25.93 0.12
C -31.47 -23.82 -24.85 -0.18
H -30.48 -18.52 -26.75 0.10
O -33.64 -21.21 -29.76 -0.28
F -27.50 -18.29 -29.12 0.08
F -29.76 -26.22 -30.66 0.12
O -29.24 -23.72 -25.92 -0.15
C -30.48 -25.67 -29.68 -0.65
F -27.46 -18.47 -31.29 0.13
H -31.99 -24.10 -23.94 0.13
F -35.79 -22.58 -28.23 0.13
H -31.06 -19.52 -24.27 0.07
H -26.64 -20.29 -24.70 0.12
O -30.01 -20.17 -31.27 -0.28
H -31.78 -24.44 -25.70 0.13
C -31.49 -19.09 -25.19 -0.11
S -29.71 -19.40 -30.08 0.52
H -27.52 -19.76 -27.12 0.12
O -31.81 -22.47 -25.27 -0.13
H -29.77 -25.09 -24.44 0.13
H -26.11 -20.63 -27.21 0.14
C -27.15 -20.76 -26.88 -0.23
O -30.92 -23.30 -30.69 -0.26
H -27.15 -22.37 -27.93 0.12
F -33.91 -23.52 -27.62 0.11
O -28.73 -23.69 -29.76 -0.32
F -31.77 -25.94 -29.92 0.13
H -26.69 -21.88 -25.17 0.12
O -29.80 -20.16 -28.82 -0.42
S -30.17 -23.84 -29.59 0.50
F -30.13 -26.29 -28.53 0.08
H -29.57 -23.39 -23.97 0.11
H -28.70 -21.21 -24.08 0.10
Ca -30.08 -21.73 -26.91 1.48
O -30.21 -18.05 -29.94 -0.32
```